The molecule C20H24N4O2S, computed with ωB97M-V with the def2-TZVPD basis set.

Geometry as XYZ:
```
51
Properties=species:S:1:pos:R:3:forces:R:3
O 1.9758 0.6178 2.2287 -0.02 0.26 0.18
C 1.3865 -0.4403 2.3928 -0.23 0.09 0.25
C 0.0679 -0.4152 3.1741 0.20 -0.12 0.13
N -0.8436 0.4382 2.4413 -0.06 0.46 -0.20
C -1.6692 -0.0622 1.4873 -0.22 0.06 0.18
S -2.0795 -1.6754 1.4917 -0.24 -0.86 0.03
N -2.1932 0.8042 0.5924 0.18 0.11 0.29
C -3.1491 0.3621 -0.4128 -0.21 -0.20 -0.20
C -2.4816 0.2189 -1.7560 -0.12 0.06 -0.01
C -1.7039 -0.9043 -2.0187 -0.03 -0.12 -0.03
C -1.0148 -1.0189 -3.2123 0.04 -0.02 0.02
C -1.1000 -0.0124 -4.1605 0.05 0.05 -0.11
C -1.8843 1.1009 -3.9141 0.06 0.07 -0.12
C -2.5697 1.2173 -2.7167 -0.05 -0.07 0.09
C -1.8014 2.2001 0.5596 0.07 0.27 0.03
C -0.3244 2.4300 0.3335 0.21 0.14 -0.13
C 0.4454 1.5858 -0.4595 0.04 0.13 0.02
C 1.7879 1.8696 -0.6345 -0.17 0.07 0.02
C 2.3129 2.9934 -0.0145 0.12 -0.19 -0.20
N 1.5895 3.8097 0.7290 0.34 0.44 0.21
C 0.3130 3.5303 0.9014 -0.46 -0.28 -0.06
N 1.8421 -1.5946 1.8735 0.27 -0.23 -0.12
C 1.2173 -2.8996 1.8488 -0.27 -0.33 -0.22
C 0.9529 -3.2997 0.3908 -0.20 -0.02 0.32
O 2.1298 -3.2756 -0.3816 0.14 -0.19 -0.11
C 2.7144 -1.9951 -0.3616 0.23 0.18 0.23
C 3.0526 -1.5689 1.0690 0.12 0.15 -0.37
H 0.2639 0.0508 4.1436 0.07 -0.09 -0.12
H -0.4019 -1.3839 3.3222 0.07 0.19 0.05
H -0.4522 1.3590 2.2858 -0.04 -0.07 0.01
H -3.5459 -0.6016 -0.0846 -0.01 0.27 -0.06
H -3.9667 1.0876 -0.4575 0.07 -0.02 0.00
H -1.6479 -1.6901 -1.2796 0.00 -0.04 0.09
H -0.4114 -1.8946 -3.4022 0.04 -0.08 -0.02
H -0.5612 -0.0992 -5.0923 0.04 0.00 -0.08
H -1.9616 1.8833 -4.6546 0.00 0.06 -0.06
H -3.1857 2.0877 -2.5361 -0.07 0.08 0.04
H -2.1148 2.7001 1.4868 0.01 0.01 -0.12
H -2.3473 2.6664 -0.2649 -0.03 -0.05 0.15
H -0.0011 0.7188 -0.9261 -0.02 -0.08 -0.03
H 2.4139 1.2310 -1.2384 0.08 -0.05 -0.05
H 3.3573 3.2541 -0.1157 0.12 -0.05 -0.06
H -0.2369 4.2232 1.5279 -0.15 0.02 0.07
H 0.2724 -2.9117 2.3845 0.06 0.04 0.00
H 1.9037 -3.6213 2.3064 -0.06 0.01 -0.02
H 0.5691 -4.3191 0.3419 -0.04 0.04 0.03
H 0.2065 -2.6123 -0.0331 0.04 -0.06 0.07
H 3.6183 -2.0580 -0.9694 -0.04 0.08 0.02
H 2.0234 -1.2612 -0.8053 0.05 -0.01 0.01
H 3.4557 -0.5559 1.0907 0.01 -0.15 -0.01
H 3.7769 -2.2689 1.4984 0.00 0.04 -0.04
```
Forces are in eV/Å.

Its total charge is 0. For the lowest unoccupied orbital energy, the calculation gives 0.69 eV. The SMILES is O=C(CNC(=S)N(Cc1ccccc1)Cc1cccnc1)N1CCOCC1. For the energy above the lowest of the compared OMol25 structures with the same formula, charge and spin, the calculation gives 0.857 eV. The HOMO-LUMO gap is 0.33135 Eh. The total energy is -1544.232805 Ha.